Entry 1:
{"formula": "C14H23BI2N2O5", "method": "the ωB97M-V functional and the def2-TZVPD basis", "e_homo_ev": -5.2, "lumo_energy_ev": -1.8, "gap_ev": 3.47, "symbols": ["I", "I", "O", "O", "O", "O", "O", "N", "N", "C", "C", "C", "C", "C", "C", "C", "C", "C", "C", "C", "C", "C", "C", "B", "H", "H", "H", "H", "H", "H", "H", "H", "H", "H", "H", "H", "H", "H", "H", "H", "H", "H", "H", "H", "H", "H", "H"], "positions_angstrom": [[-4.039, 3.341, -1.160], [-1.072, 5.478, -1.550], [1.443, 3.375, 1.000], [-0.787, -1.216, 2.264], [-0.633, -1.541, -3.194], [1.704, -1.574, -1.702], [-3.130, -1.665, 1.965], [-2.029, 0.653, 0.011], [-1.750, -0.623, 0.142], [-0.987, 3.365, -1.451], [0.397, -0.642, 4.283], [0.406, 2.799, -1.512], [1.400, -2.752, -2.430], [1.077, 2.477, 1.920], [-2.077, 2.614, -1.310], [2.131, 2.370, 3.045], [-0.058, -2.822, -2.930], [-1.299, -1.332, -0.868], [-1.398, 0.487, -2.328], [-1.829, 1.149, -1.190], [-0.985, -0.696, 3.626], [-1.103, -0.852, -2.158], [2.411, -2.824, -3.576], [-1.911, -1.214, 1.549], [0.596, -1.628, 4.700], [2.143, -3.644, -4.239], [-1.062, -2.365, -0.652], [1.169, 3.547, -1.357], [2.254, 3.326, 3.555], [0.937, 1.403, 1.554], [0.532, 2.388, -2.530], [0.103, 2.669, 2.451], [1.826, 1.626, 3.801], [-3.406, -2.373, 1.369], [1.106, -0.424, 3.487], [-0.680, -3.468, -2.309], [-1.621, -1.411, 4.146], [1.559, -3.604, -1.759], [0.540, 1.963, -0.830], [2.366, -1.857, -4.079], [1.605, -1.695, -0.753], [0.418, 0.128, 5.049], [-1.455, 0.285, 3.615], [3.400, -2.922, -3.139], [3.100, 2.058, 2.648], [-1.275, 0.974, -3.281], [-0.036, -3.333, -3.891]], "lowdin_charge": [0.84, 0.86, -0.32, 0.12, 0.03, -0.01, 0.23, 0.24, 0.08, -0.77, -0.05, -0.16, -0.40, -0.60, -0.78, -0.14, -0.11, 0.06, 0.13, -0.32, -0.17, -0.21, -0.03, -0.64, 0.08, 0.08, 0.15, 0.05, 0.06, 0.06, 0.09, 0.08, 0.02, 0.13, 0.07, 0.12, 0.12, 0.15, 0.07, 0.10, 0.10, 0.08, 0.13, 0.09, 0.06, 0.16, 0.13]}

=====

Entry 2:
{"formula": "C3H8LuO3", "method": "the ωB97M-V functional and the def2-TZVPD basis", "total_charge": 1, "e_homo_ev": -14.2, "lumo_energy_ev": -5.6, "relative_energy_kcal_mol": 0.0, "gap_ev": 8.64, "symbols": ["Lu", "O", "O", "O", "C", "C", "C", "H", "H", "H", "H", "H", "H", "H", "H"], "positions_angstrom": [[1.675, 0.927, 0.811], [0.079, -0.594, 0.259], [2.721, 1.024, -1.048], [0.065, 2.097, 0.545], [-1.144, 0.119, 0.012], [-0.759, 1.526, -0.433], [-0.073, -1.922, 0.725], [-1.722, -0.418, -0.755], [3.038, 0.272, -1.548], [-1.692, 2.106, -0.559], [-0.200, 1.501, -1.508], [0.921, -2.383, 0.740], [-0.492, -1.919, 1.742], [-0.727, -2.485, 0.045], [-1.689, 0.149, 0.973]], "lowdin_charge": [1.91, -0.37, -0.47, -0.41, -0.18, -0.32, -0.05, 0.15, -0.03, 0.13, 0.17, 0.10, 0.11, 0.12, 0.14]}

=====

Entry 3:
{"formula": "C7H7AlO5S", "method": "the ωB97M-V functional and the def2-TZVPD basis", "total_charge": 2, "e_homo_ev": [-17.8, -17.8], "lumo_energy_ev": [-12.1, -12.1], "relative_energy_kcal_mol": 81.8, "gap_ev": [5.67, 5.64], "symbols": ["S", "Al", "O", "O", "O", "O", "O", "C", "C", "C", "C", "C", "C", "C", "H", "H", "H", "H", "H", "H", "H"], "positions_angstrom": [[-1.603, 0.467, 3.378], [-0.258, -0.069, 1.434], [-0.898, 1.657, -2.862], [-2.138, -4.409, -0.341], [2.181, -0.307, -0.076], [0.932, -0.896, -2.640], [1.722, 2.368, 0.534], [1.043, 1.458, 0.808], [1.040, 0.021, -0.386], [-0.034, 1.186, -2.238], [0.618, -0.039, -1.804], [-1.260, 2.238, 3.418], [-3.045, 0.449, 2.261], [-2.117, -4.007, -1.403], [-3.660, 1.285, 2.624], [-2.234, 2.742, 3.378], [-3.541, -0.513, 2.455], [-0.797, 2.380, 4.404], [0.279, -1.151, 2.306], [-2.853, 0.546, 1.174], [-0.574, 2.611, 2.636]], "lowdin_charge": [0.91, 0.66, 0.44, 0.02, 0.20, 0.32, 0.25, -0.10, -0.40, 0.24, -0.24, -0.31, -0.32, 0.00, 0.07, 0.07, 0.07, 0.07, -0.02, 0.04, 0.04]}

=====

Entry 4:
{"formula": "C4H5NO", "method": "the ωB97M-V functional and the def2-TZVPD basis", "e_homo_ev": -8.1, "lumo_energy_ev": 1.1, "relative_energy_kcal_mol": 24.4, "gap_ev": 9.19, "smiles": "Nc1ccoc1", "symbols": ["O", "N", "C", "C", "C", "C", "H", "H", "H", "H", "H"], "positions_angstrom": [[-0.149, -0.764, 1.646], [-0.786, 0.695, -1.584], [1.075, -0.088, -0.088], [1.095, -0.509, 1.199], [-0.310, 0.040, -0.433], [-1.007, -0.474, 0.618], [1.891, -0.605, 1.920], [-0.094, 1.382, -1.867], [-1.995, -0.894, 0.711], [1.913, 0.011, -0.764], [-1.633, 1.206, -1.359]], "lowdin_charge": [-0.02, 0.07, -0.03, -0.14, -0.34, -0.08, 0.12, 0.08, 0.12, 0.11, 0.09]}

=====

Entry 5:
{"formula": "C36H74N3O11", "method": "the ωB97M-V functional and the def2-TZVPD basis", "total_charge": 1, "e_homo_ev": -10.3, "lumo_energy_ev": -3.4, "gap_ev": 6.96, "symbols": ["O", "O", "O", "O", "O", "O", "O", "O", "O", "O", "O", "N", "N", "N", "C", "C", "C", "C", "C", "C", "C", "C", "C", "C", "C", "C", "C", "C", "C", "C", "C", "C", "C", "C", "C", "C", "C", "C", "C", "C", "C", "C", "C", "C", "C", "C", "C", "C", "C", "C", "H", "H", "H", "H", "H", "H", "H", "H", "H", "H", "H", "H", "H", "H", "H", "H", "H", "H", "H", "H", "H", "H", "H", "H", "H", "H", "H", "H", "H", "H", "H", "H", "H", "H", "H", "H", "H", "H", "H", "H", "H", "H", "H", "H", "H", "H", "H", "H", "H", "H", "H", "H", "H", "H", "H", "H", "H", "H", "H", "H", "H", "H", "H", "H", "H", "H", "H", "H", "H", "H", "H", "H", "H", "H"], "positions_angstrom": [[-1.759, -3.175, -1.697], [1.014, 10.201, -0.659], [-0.925, -3.381, 4.562], [-5.786, -4.506, 0.876], [0.108, -1.663, 3.714], [3.226, -4.546, 0.607], [-6.637, -6.984, -0.698], [1.323, 7.186, -0.258], [3.399, -2.589, -4.537], [1.520, 8.736, 2.332], [-9.056, -6.057, 0.839], [-2.783, -1.956, -0.059], [4.548, -5.628, 2.918], [2.052, -0.634, 1.984], [-5.596, -4.760, -0.504], [-0.322, -2.155, -0.118], [2.471, -1.949, 1.386], [5.180, -4.630, 2.077], [2.688, -1.524, -0.069], [1.216, 3.491, -0.455], [1.295, 1.637, 1.386], [1.311, 0.986, -4.206], [0.240, -0.868, -0.746], [-4.603, -4.499, 1.642], [0.141, 7.974, -0.294], [3.316, -0.397, -3.403], [4.121, -1.655, -3.763], [-7.006, -7.338, 0.623], [0.027, 2.816, -1.171], [1.643, -0.409, -0.277], [3.674, -2.593, 2.060], [-10.277, -5.956, 0.142], [2.078, -0.424, 3.438], [1.767, 10.926, -1.605], [2.485, 7.724, 0.348], [2.580, 0.226, -4.599], [1.512, 2.098, -3.172], [0.202, 9.182, -1.200], [0.671, -0.386, 4.019], [0.734, 8.320, 3.423], [1.643, 0.216, 1.094], [2.306, -3.178, -3.865], [-6.695, -5.625, -1.080], [4.236, -3.760, 1.226], [0.175, 2.701, -2.692], [2.076, 2.616, 0.467], [-1.679, -2.484, -0.739], [2.449, 7.786, 1.859], [-0.677, -2.268, 4.634], [-8.497, -7.356, 0.876], [2.560, 11.441, -1.066], [2.657, -2.344, -0.787], [0.739, -0.193, 5.097], [0.567, 8.877, -2.189], [0.861, 4.353, 0.121], [-1.060, -1.587, 5.411], [-0.183, 8.262, 0.708], [3.663, -1.015, -0.078], [4.008, 0.329, -2.951], [0.328, -2.999, -0.377], [-6.540, -5.639, -2.162], [2.528, -3.339, -2.797], [-0.632, 2.047, -3.056], [-5.607, -3.809, -1.058], [2.580, -0.656, -2.623], [-3.638, -2.321, -0.476], [-0.419, -2.074, 0.972], [2.592, -1.283, 3.868], [1.156, 11.671, -2.125], [0.325, -1.032, -1.829], [-0.825, 9.553, -1.320], [-3.932, -5.314, 1.349], [2.095, 1.733, -2.311], [-2.818, -0.942, -0.127], [-6.495, -6.724, 1.368], [-11.121, -6.298, 0.751], [4.470, -1.840, 2.164], [2.751, 8.695, -0.074], [-0.878, 3.400, -0.959], [-10.258, -6.533, -0.788], [-4.628, -5.244, -0.679], [3.748, -5.299, 3.447], [-0.001, 3.680, -3.153], [0.562, 0.263, -3.841], [-7.673, -5.182, -0.883], [-4.077, -3.543, 1.547], [5.787, -3.967, 2.712], [2.646, 0.480, 3.689], [-8.659, -7.795, 1.869], [5.856, -5.147, 1.388], [2.300, -0.579, -5.290], [-8.980, -8.006, 0.138], [-0.132, 8.978, 3.471], [4.286, -6.454, 2.396], [2.123, -4.153, -4.325], [2.219, 10.262, -2.350], [-6.659, -8.367, 0.738], [-0.615, 7.306, -0.715], [3.431, -2.952, 3.068], [2.126, 2.879, -3.643], [3.457, 8.058, 2.201], [3.254, 0.886, -5.163], [4.480, -2.142, -2.839], [-0.171, 1.809, -0.770], [3.281, 7.019, 0.087], [1.524, 1.865, 2.433], [1.897, 3.906, -1.211], [-4.883, -4.639, 2.685], [2.829, 2.065, -0.115], [2.218, 6.789, 2.258], [1.603, -2.613, 1.474], [1.391, -2.570, -3.945], [1.281, 8.391, 4.370], [4.822, -3.346, 0.395], [0.211, 1.760, 1.257], [2.486, -4.695, 1.211], [4.999, -1.388, -4.361], [-0.478, -0.046, -0.616], [-10.429, -4.905, -0.102], [2.650, 3.281, 1.124], [0.881, 1.447, -5.108], [0.384, 7.289, 3.294], [0.055, 0.402, 3.567], [1.996, 0.308, -1.029]], "lowdin_charge": [0.12, -0.19, 0.17, -0.19, -0.03, -0.02, -0.12, -0.14, -0.19, -0.19, -0.20, 0.14, 0.02, 0.07, -0.21, -0.09, -0.22, -0.23, -0.06, -0.18, -0.08, -0.21, -0.10, -0.11, -0.18, -0.19, -0.22, -0.18, -0.19, -0.21, -0.10, -0.11, -0.07, -0.11, -0.18, -0.19, -0.20, -0.21, -0.14, -0.11, -0.10, -0.09, -0.19, -0.37, -0.19, -0.15, -0.54, -0.21, -0.37, -0.20, 0.09, 0.11, 0.14, 0.13, 0.11, 0.16, 0.12, 0.15, 0.12, 0.13, 0.13, 0.08, 0.11, 0.12, 0.07, 0.09, 0.11, 0.12, 0.09, 0.12, 0.13, 0.09, 0.08, 0.10, 0.12, 0.09, 0.14, 0.12, 0.12, 0.09, 0.13, 0.06, 0.12, 0.10, 0.12, 0.06, 0.12, 0.15, 0.13, 0.13, 0.11, 0.12, 0.09, 0.08, 0.10, 0.09, 0.13, 0.13, 0.12, 0.13, 0.13, 0.12, 0.11, 0.07, 0.13, 0.11, 0.12, 0.09, 0.11, 0.12, 0.14, 0.09, 0.09, 0.15, 0.14, 0.10, 0.13, 0.11, 0.09, 0.12, 0.12, 0.08, 0.13, 0.10]}

=====

Entry 6:
{"formula": "C2H7N2O", "method": "the ωB97M-V functional and the def2-TZVPD basis", "total_charge": -1, "e_homo_ev": -2.3, "lumo_energy_ev": 4.3, "relative_energy_kcal_mol": 43.7, "gap_ev": 6.62, "symbols": ["O", "N", "N", "C", "C", "H", "H", "H", "H", "H", "H", "H"], "positions_angstrom": [[-1.414, -1.092, -0.650], [1.857, -0.207, 0.150], [1.242, 1.995, -0.337], [-2.045, -1.126, 0.673], [0.801, 0.592, 0.013], [-2.666, -2.088, 0.767], [1.631, -1.200, 0.189], [-1.352, -1.146, 1.575], [-2.751, -0.254, 0.737], [-0.585, -0.483, -0.579], [2.211, 1.926, -0.102], [0.600, 2.667, -0.191]], "lowdin_charge": [-0.26, -0.12, -0.06, -0.22, -0.41, 0.06, -0.05, 0.06, 0.06, -0.02, 0.00, -0.05]}

=====

Entry 7:
{"formula": "C2H9N2P3", "method": "the ωB97M-V functional and the def2-TZVPD basis", "e_homo_ev": -8.5, "lumo_energy_ev": -0.2, "relative_energy_kcal_mol": 7.8, "gap_ev": 8.25, "symbols": ["P", "P", "P", "N", "N", "C", "C", "H", "H", "H", "H", "H", "H", "H", "H", "H"], "positions_angstrom": [[-3.715, -0.110, 0.066], [0.485, -1.936, 0.555], [-1.083, 0.666, 0.795], [0.390, -0.241, 0.813], [-2.019, -0.440, 0.122], [1.960, 1.068, -0.687], [1.765, 0.576, 0.713], [-0.901, -2.119, 0.716], [0.594, -1.945, -0.806], [1.553, 1.354, 1.358], [-3.489, 0.613, -1.255], [2.243, 0.260, -1.396], [-4.124, -1.291, -0.715], [2.746, 1.917, -0.507], [0.910, 1.498, -0.812], [2.685, 0.131, 1.042]], "lowdin_charge": [0.56, 0.75, 0.77, -0.70, -0.77, -0.13, -0.35, -0.13, -0.14, 0.05, -0.10, 0.08, -0.13, 0.11, 0.05, 0.09]}

=====

Entry 8:
{"formula": "C2H2N2O2S", "method": "the ωB97M-V functional and the def2-TZVPD basis", "e_homo_ev": -9.0, "lumo_energy_ev": -0.9, "relative_energy_kcal_mol": 81.8, "gap_ev": 8.16, "smiles": "Oc1n[nH]oc1=S", "symbols": ["S", "O", "O", "N", "N", "C", "C", "H", "H"], "positions_angstrom": [[-0.724, -0.707, 2.563], [1.749, -0.011, 0.933], [-1.593, 0.072, -0.112], [-0.901, -0.016, -1.312], [0.468, 0.294, -1.103], [-0.678, -0.297, 0.861], [0.628, -0.045, 0.140], [2.377, 0.091, 0.065], [-1.326, 0.618, -2.035]], "lowdin_charge": [0.63, 0.02, -0.04, -0.05, 0.13, -0.62, -0.44, 0.20, 0.16]}